63
Properties=species:S:1:pos:R:3:forces:R:3 method="wB97M-V/def2-TZVPD" lumo_ha="-0.2950 / -0.3622" de_lowest_kcal_mol=9.8 multiplicity=4 orbital_gap_ev="6.4 / 4.9" homo_energy_ev="-14.47 / -14.79" max_force_ha_per_bohr=0.1366 charge=+2
C 4.079135 -0.842768 1.989264 -0.8352 0.7398 -0.1647
C 3.076418 -0.146396 1.295223 -0.1853 -0.5955 -0.5726
C 2.582615 -0.721674 0.074965 -1.1028 0.2047 1.3140
C 2.951738 -1.994439 -0.341157 1.2025 -0.9493 0.7797
C 4.014482 -2.622842 0.337011 -0.6496 0.5863 0.6965
C 4.548139 -2.050199 1.512078 0.1838 -1.0684 -0.6317
C 2.150250 -2.631575 -1.457030 2.0341 0.7732 -0.4683
C 2.095002 -1.550757 -2.510149 -0.7332 0.2073 -1.2506
C 1.728899 -0.264657 -2.089175 -1.2100 0.2439 -0.7078
C 1.307626 0.748042 -3.011348 0.1394 -0.6737 0.5641
C 1.383875 0.469329 -4.381823 0.1170 -0.3040 0.7813
C 1.809819 -0.783154 -4.820955 0.4090 -0.6217 0.2977
C 2.163654 -1.786700 -3.890348 -0.5065 0.5647 -0.1620
H 4.431355 -0.455251 2.945076 -0.0025 -0.0203 -0.2824
H 4.314001 -3.613246 0.039118 0.1563 -0.1324 -0.0885
H 5.282957 -2.615455 2.109093 -0.3405 0.3868 -0.5248
H 2.573569 -3.573092 -1.810911 0.3345 0.2685 -0.0969
H 1.077352 1.218926 -5.091580 -0.0363 0.1389 -0.1464
H 1.834769 -0.998370 -5.898765 0.0276 0.0739 0.6228
H 2.374030 -2.795507 -4.225933 0.1388 0.1114 -0.1133
N 1.447941 -0.176320 -0.668572 3.2987 0.3756 -0.9997
Re -0.343426 -0.042492 0.004987 -2.3139 -2.3005 3.1595
C 2.394810 1.070817 1.879546 -0.7416 -0.3613 -0.3272
H 2.471450 1.947126 1.215212 0.0927 -0.1414 0.3489
H 2.730262 1.311874 2.900789 0.1521 -0.0053 -0.4760
C 0.659591 2.016029 -2.474452 -0.1411 -0.4223 0.9628
H 1.336607 2.562732 -1.788960 -0.2207 -0.0117 -0.5549
H 0.220526 2.671295 -3.245389 0.5453 -0.1848 0.1731
P 0.576325 0.677118 2.032530 2.4602 1.2305 1.8471
P -0.805828 1.537482 -1.418049 0.1846 2.7405 -3.3492
C -2.059248 1.158621 -2.663892 -0.1882 -0.1915 0.3903
H -2.979544 0.847916 -2.141453 0.2624 0.2557 -0.5761
H -2.181591 2.109005 -3.207520 -0.2400 -0.4594 -0.0266
H -1.694225 0.350030 -3.323725 -0.2009 0.4898 0.2038
C -1.330015 3.004550 -0.530115 -0.1505 -0.0020 0.2047
H -1.707591 3.659877 -1.332929 0.0946 0.1592 0.5680
H -2.136210 2.715772 0.175400 0.4678 0.4358 -0.3819
H -0.452207 3.436001 -0.010450 -0.6370 -0.0166 -0.3311
C 0.468649 -0.634445 3.260549 -0.2238 -0.1758 -0.0851
H 1.115389 -0.364264 4.104229 -0.1572 -0.1443 -0.1076
H -0.577825 -0.704385 3.577250 0.3150 -0.0971 0.0475
H 0.796334 -1.586636 2.824332 -0.0010 0.1491 0.2151
C -0.112118 2.169575 2.746784 -0.4656 0.2025 0.1238
H -1.175147 1.989634 2.965561 0.5011 0.3125 -0.0107
H 0.447368 2.369856 3.677385 -0.2643 0.0480 -0.3505
H -0.003648 3.009952 2.039977 -0.0251 -0.3120 0.4856
C -1.033974 -1.389922 -1.243078 -2.6919 -4.6799 -4.4972
O -1.497578 -2.153225 -2.009515 2.1050 3.2450 3.4710
H 1.178996 -2.921117 -1.133612 -1.1189 0.0573 0.4774
C -3.484902 -1.719528 1.767549 0.1212 -0.0201 -0.2764
C -3.249344 -0.232039 1.496826 -1.3649 0.3913 0.9444
O -1.979887 0.140418 1.165348 1.1644 0.0224 -1.2831
C -4.275489 0.238217 0.412841 -1.1878 0.0101 -0.3814
F -5.570827 -0.014379 0.765006 1.8693 0.3727 -0.4232
F -4.162435 1.565170 0.128317 -0.0449 -1.0405 0.1620
F -4.041053 -0.433236 -0.764073 -0.0237 0.4448 0.9502
C -3.505058 0.575868 2.816381 -0.8218 0.1183 1.0475
F -4.745158 0.375529 3.325447 1.3615 0.2958 -0.5539
F -2.598598 0.173072 3.770218 -0.7675 0.2880 -0.8192
F -3.312666 1.917637 2.659474 -0.2762 -1.1436 0.0241
H -3.375747 -2.283030 0.826472 -0.1606 0.1760 0.3489
H -4.503320 -1.855221 2.172290 0.5619 -0.1132 -0.1841
H -2.729276 -2.081145 2.472431 -0.2699 0.0681 -0.0065


55
Properties=species:S:1:pos:R:3:forces:R:3 method="wB97M-V/def2-TZVPD" lumo_ha="-0.1058 / -0.1063" de_lowest_kcal_mol=156.5 multiplicity=5 orbital_gap_ev="4.0 / 6.6" homo_energy_ev="-6.90 / -9.45" max_force_ha_per_bohr=0.1003 charge=+1
C 0.874763 2.023876 3.508397 -0.5987 1.3246 -0.1452
C 1.268804 2.424756 2.188976 -0.5861 0.6413 0.4541
C 0.080449 2.633526 1.412001 -0.1267 0.4411 0.9045
H 2.294027 2.607644 1.864951 -0.3567 -0.1138 0.0450
C -1.056403 2.354739 2.249744 0.8634 1.1702 0.6681
C -0.562532 1.983355 3.551240 0.3528 1.6919 -0.1966
H -1.169394 1.848662 4.448365 0.2203 -0.1426 -0.3485
H 1.533030 1.892110 4.368105 -0.1960 -0.0681 -0.3544
H 0.036738 3.013931 0.390471 0.0278 -0.2659 0.3135
H -2.103423 2.522291 1.994641 0.3665 -0.1850 -0.0091
Ho 0.101021 0.242047 2.068782 1.2492 -2.3686 -2.9704
C -0.012913 -1.013693 -0.736459 3.2150 -0.4961 4.0010
H -0.697878 -0.145919 -1.215896 -1.9675 2.6455 0.3293
H -0.703162 -1.657273 -0.172464 0.1944 0.5300 -0.4196
H 0.584047 -0.276431 -0.089583 -0.7945 -0.7014 -1.1317
Si -0.254664 -0.846345 -2.606463 -1.6153 -2.0715 -1.6827
C 1.388884 -0.864289 -3.421175 0.4528 -0.0437 0.0467
C 2.196966 0.284614 -3.418086 0.3667 -0.2566 -0.3224
H 1.870772 1.187812 -2.893445 0.1137 -0.2283 -0.2303
C 3.425182 0.273840 -4.092029 -0.1692 -0.0707 0.0987
H 4.048652 1.171314 -4.088670 -0.1789 -0.3322 -0.0278
C 3.846457 -0.879855 -4.766468 -0.2814 -0.0112 0.1629
H 4.805234 -0.884886 -5.293226 -0.3806 0.0001 0.1959
C 3.042817 -2.027983 -4.762096 -0.0471 0.1270 0.0795
H 3.372071 -2.927854 -5.284892 -0.0877 0.2880 0.1543
C 1.817412 -2.026750 -4.086382 0.2866 0.3448 -0.0497
H 1.184314 -2.916883 -4.072359 0.2650 0.2094 -0.0710
C -1.410054 0.296696 -3.458455 -0.4695 0.3606 -0.3696
C -1.080799 0.763693 -4.746406 -0.2754 0.2803 0.2936
H -0.210281 0.353990 -5.264844 -0.2188 0.2519 0.1540
C -1.856700 1.761748 -5.349239 -0.1548 -0.1153 0.1927
H -1.572175 2.141556 -6.332861 -0.1626 -0.1045 0.3080
C -2.980386 2.271395 -4.683916 0.3419 -0.1873 0.0084
H -3.570273 3.067443 -5.144368 0.1957 -0.2718 0.1658
C -3.348550 1.759912 -3.431755 0.0485 -0.3289 0.0859
H -4.235103 2.144159 -2.919215 0.2845 -0.1432 -0.2468
C -2.582083 0.757194 -2.825719 -0.0202 0.4565 -0.7126
H -2.879589 0.330023 -1.863187 0.1409 0.3178 -0.2445
H 0.844880 -1.653467 -1.052428 0.9959 -1.0554 0.4355
H -0.856724 -2.224758 -2.210850 0.0961 0.5527 -1.6073
O -1.875160 -0.614423 2.586300 -1.6565 -1.3900 1.3019
C -2.102325 -1.312347 3.889727 -0.3812 0.5036 -1.2512
C -0.789379 -1.463924 4.607602 1.4225 0.4225 -0.3967
C -0.703675 -2.025090 5.874988 -0.0957 0.0235 -0.0429
C 0.540982 -2.097526 6.503110 -0.3126 0.1184 -0.4573
C 1.666446 -1.604536 5.838082 0.3267 0.0857 0.0631
C 1.529433 -1.048277 4.577654 -1.3850 -0.4660 -0.1336
N 0.310107 -0.996515 3.966597 0.3418 -1.0416 2.0229
H -2.717840 -0.428869 2.133576 0.2651 -0.1847 0.4619
H -2.800767 -0.702068 4.475121 0.1565 -0.1853 -0.0491
H -2.552729 -2.287067 3.662288 0.0936 0.1978 0.1875
H -1.630433 -2.378082 6.325853 0.3694 -0.0153 0.1727
H 0.626648 -2.529950 7.494826 0.0187 0.0663 -0.1404
H 2.653897 -1.636845 6.295116 -0.2788 -0.0371 -0.0322
H 2.371358 -0.640429 4.006425 -0.2741 -0.1693 0.3362


60
Properties=species:S:1:pos:R:3:forces:R:3 method="wB97M-V/def2-TZVPD" lumo_ha="-0.1198 / -0.1164" de_lowest_kcal_mol=3.6 multiplicity=2 orbital_gap_ev="7.5 / 7.4" homo_energy_ev="-10.74 / -10.56" max_force_ha_per_bohr=0.0246 charge=+1
Ti 0.557372 0.145873 0.632209 -0.4637 0.7739 0.1505
C -0.665649 1.761135 4.333604 -0.1876 -0.0199 0.1409
C -0.340547 1.987617 2.880212 -0.1916 -0.1558 -0.3641
C -0.870365 3.302759 2.338147 -0.0563 0.1303 0.1146
O -0.892553 0.885237 2.061549 0.1487 0.1924 0.4006
C 1.169792 1.915496 2.639687 0.1902 -0.2370 -0.9890
O 1.980959 2.126307 3.484949 0.1911 0.1333 0.0925
O 1.478579 1.583529 1.346360 -0.1876 0.0722 1.2503
H -1.720210 1.967185 4.522941 0.0118 -0.0324 0.0026
H -0.059988 2.422979 4.948831 -0.0184 0.0382 -0.0126
H -0.445516 0.735808 4.628698 0.0317 -0.0052 -0.0272
H -1.962239 3.318026 2.394314 0.0120 0.0036 0.0267
H -0.578173 3.461712 1.301500 0.0586 -0.0448 -0.0060
H -0.485072 4.121671 2.946997 -0.0310 0.0063 -0.0371
H -1.806467 1.089674 1.804962 0.0436 0.1061 -0.1441
C -0.828321 -4.063915 2.313457 0.0928 0.5012 -0.2204
C -0.532522 -2.770041 1.688279 -0.2293 -0.5411 0.1568
N -0.303104 -1.767598 1.185162 0.1136 -0.3293 0.0874
H -1.679398 -3.951373 2.981406 -0.0208 -0.0060 0.0174
H 0.044235 -4.387010 2.877571 0.0089 -0.0320 0.0174
H -1.056783 -4.788151 1.534703 -0.0070 -0.0305 -0.0123
N 4.675636 -3.623492 1.479335 -0.1121 0.0016 -0.0725
C 4.639233 -3.499431 0.118719 0.2733 0.1907 -0.0710
O 5.071286 -4.323381 -0.651143 -0.0571 -0.0848 0.0279
C 4.008336 -2.234774 -0.402843 -0.1720 -0.0432 0.1493
C 4.556518 -1.578822 -1.497332 0.2925 -0.1646 -0.1547
C 3.956922 -0.433206 -1.974539 -0.2064 0.2044 0.0234
C 2.781799 0.000026 -1.380921 0.1568 -0.0927 -0.3158
N 2.213886 -0.662138 -0.371050 0.4029 -0.2308 -0.1327
C 2.838143 -1.737035 0.128490 0.1254 -0.1403 -0.0459
H 5.205568 -4.405064 1.834109 0.0016 -0.0025 -0.0079
H 4.662604 -2.793158 2.048048 -0.0049 -0.0144 0.0131
H 5.451768 -1.978003 -1.959548 -0.0273 0.0025 0.0327
H 4.366782 0.126289 -2.802918 0.0383 -0.0452 0.0046
H 2.270109 0.885580 -1.734315 -0.0420 -0.0038 0.0095
H 2.368978 -2.233604 0.969174 -0.0386 0.0053 0.0076
C -4.839901 2.710934 0.197826 0.0331 0.0142 -0.0182
C -3.990219 3.627774 -0.405289 0.0726 -0.0676 -0.0144
C -2.742696 3.225315 -0.876059 -0.0715 0.0754 0.1060
C -2.310911 1.904453 -0.749233 -0.3766 0.0970 0.0718
C -3.192796 0.995129 -0.146327 -0.0531 -0.0325 0.0334
C -4.442811 1.384135 0.321840 0.0845 0.0699 -0.0353
Si -0.605955 1.359163 -1.290994 -0.0081 -0.2295 -0.0297
C -0.699687 0.133582 -2.701668 0.0263 -0.2193 -0.3224
C -1.074156 -1.198813 -2.490232 -0.0379 -0.0743 -0.0598
C -1.086288 -2.129209 -3.522405 0.0206 0.1178 0.0057
C -0.708047 -1.742665 -4.801317 0.0214 0.0542 -0.0122
C -0.328434 -0.427871 -5.039216 -0.0224 -0.0056 0.0789
C -0.325299 0.496502 -4.000782 0.0135 -0.0680 -0.0105
H -5.810918 3.025123 0.558411 0.0144 -0.0090 -0.0009
H -4.298550 4.659672 -0.515820 -0.0030 -0.0104 0.0005
H -2.095638 3.960132 -1.342635 -0.0085 -0.0182 -0.0077
H -2.916804 -0.055125 -0.061868 0.0369 0.0170 -0.0038
H -5.109083 0.657396 0.770902 0.0219 0.0088 -0.0139
H 0.074457 2.546234 -1.858973 0.0871 0.1568 0.0266
H -1.388360 -1.530091 -1.502989 0.0231 0.0406 0.0356
H -1.392664 -3.150690 -3.334209 0.0029 0.0105 0.0086
H -0.713054 -2.460520 -5.611547 -0.0030 0.0050 0.0171
H -0.041240 -0.117256 -6.036012 -0.0042 -0.0188 0.0113
H -0.032539 1.519988 -4.210205 -0.0102 -0.0196 0.0208


62
Properties=species:S:1:pos:R:3:forces:R:3 method="wB97M-V/def2-TZVPD" lumo_ha=-0.0064 de_lowest_kcal_mol=8.4 orbital_gap_ev=6.8 homo_energy_ev=-7.01 max_force_ha_per_bohr=0.0090 charge=0
Pt -0.537477 -0.154927 0.438994 0.0982 -0.0535 -0.0327
O -2.491087 3.328044 1.125406 0.1058 0.0232 0.0731
C -2.071149 2.186349 0.999956 -0.3545 -0.1357 -0.0065
N -0.908162 1.627545 1.363128 0.0407 0.0458 -0.0153
C 0.036780 2.241652 2.216316 -0.0526 -0.0783 -0.0484
C 0.171604 3.623662 2.308163 0.1771 0.0820 -0.0225
C 1.155590 4.187512 3.111721 -0.0705 -0.0276 -0.0832
C 2.017969 3.366346 3.817802 0.0109 -0.0865 0.0054
C 1.864457 1.988072 3.751317 -0.0051 0.0887 0.0797
C 0.865633 1.390091 2.982171 -0.1254 -0.1442 0.0748
N 0.683144 -0.010305 3.069345 0.2875 0.1547 0.1186
C 1.619265 -0.762791 2.532983 -0.3079 0.1865 -0.2887
O 1.911526 -1.953446 2.740275 -0.0905 -0.1701 -0.0343
C 2.317356 -0.131254 1.336067 0.1519 0.1114 0.1097
C 3.688146 0.065293 1.244664 -0.0028 0.0380 -0.0047
C 4.205256 0.721394 0.146848 0.0296 -0.0244 0.0271
C 3.345178 1.131824 -0.866591 -0.0804 -0.0081 -0.0267
C 2.002536 0.851193 -0.747054 0.0713 -0.0165 -0.0442
N 1.504272 0.237360 0.336695 -0.2399 -0.1665 0.0049
C -3.039573 1.123202 0.486069 0.2131 0.0558 0.1238
C -4.369790 1.424157 0.281783 -0.0697 -0.1095 -0.0232
C -5.255110 0.389545 0.025671 -0.0127 0.0943 0.0057
C -4.784585 -0.913447 0.005227 0.0768 -0.0707 0.0246
C -3.432706 -1.141773 0.184824 -0.0875 0.1022 -0.0637
N -2.577510 -0.138637 0.393769 0.1368 0.0426 0.0293
H -0.487326 4.251318 1.729312 -0.0209 0.0020 0.0079
H 1.244666 5.264575 3.170891 0.0105 -0.0004 -0.0030
H 2.800384 3.791245 4.434613 -0.0102 0.0002 0.0080
H 2.494601 1.335621 4.344705 0.0031 0.0101 -0.0014
H 4.310395 -0.290630 2.053562 0.0098 0.0293 0.0026
H 5.267391 0.917351 0.074120 -0.0028 -0.0011 -0.0024
H 3.703641 1.651828 -1.743003 0.0140 -0.0016 0.0065
H 1.290196 1.108705 -1.518085 -0.0031 -0.0016 0.0034
H -4.669075 2.459447 0.359019 0.0063 0.0033 0.0088
H -6.305506 0.595040 -0.133906 0.0012 -0.0089 0.0055
H -5.446996 -1.753041 -0.149516 -0.0010 0.0052 -0.0117
H -3.017919 -2.136201 0.155500 0.0060 -0.0413 -0.0544
C -1.346054 -4.812255 1.768403 -0.0102 -0.0302 0.0224
C -0.659664 -3.477979 1.633362 0.1031 0.0866 -0.0236
O -0.050075 -3.396132 0.306596 -0.2149 -0.0612 0.1277
P -0.180678 -2.096630 -0.595933 0.1908 0.1692 -0.1404
O 1.138587 -2.219420 -1.480638 -0.0523 -0.0909 0.0274
C 2.398674 -2.650936 -0.901294 0.0388 0.0434 0.0788
C 2.695839 -4.071776 -1.314359 0.0059 0.0162 -0.0551
O -1.313778 -2.392172 -1.672212 -0.0398 -0.0692 0.0181
C -1.314309 -3.612825 -2.450094 0.0428 0.0684 -0.0309
C -2.637545 -4.314565 -2.266687 -0.0207 -0.0002 -0.0116
H -1.742875 -4.907952 2.779805 -0.0052 -0.0064 -0.0022
H -0.641978 -5.627626 1.601570 0.0068 0.0131 0.0019
H -2.173434 -4.921035 1.065223 -0.0021 0.0194 -0.0149
H 0.143664 -3.339616 2.353891 0.0528 0.0110 -0.0073
H -1.353582 -2.643431 1.762336 0.0000 -0.0260 0.0020
H 2.359674 -2.556344 0.185099 0.0005 -0.0399 0.0226
H 3.147374 -1.956930 -1.282672 -0.0087 0.0124 -0.0220
H 1.971750 -4.758514 -0.877406 -0.0030 0.0010 0.0068
H 3.691932 -4.353478 -0.969833 -0.0123 -0.0028 0.0187
H 2.668802 -4.167280 -2.400625 0.0054 -0.0090 -0.0020
H -0.477759 -4.242676 -2.146276 -0.0186 -0.0229 0.0136
H -1.159771 -3.316393 -3.486923 0.0084 -0.0086 -0.0028
H -2.770667 -4.628037 -1.231045 0.0076 -0.0032 0.0107
H -2.679830 -5.201369 -2.900188 0.0038 -0.0040 0.0072
H -3.462113 -3.656948 -2.543762 0.0079 0.0051 0.0027